Here is a 2-piece molecular cluster, C10H10N2O2 overall from the Open Molecules 2025 dataset. Energies are from wB97M-V/def2-TZVPD.

The calculation puts the LUMO energy at 0.61 eV. As for the spin multiplicity: 1. The HOMO energy comes out at -8.0 eV. As for the charge: 0. For the energy above the lowest of the compared OMol25 structures with the same formula, charge and spin, the calculation gives 105.4 kcal per mole. The HOMO-LUMO gap is 0.3176 hartree. The SMILES is O=c1cc[nH]c(=O)[nH]1.c1ccccc1.

Last columns: bonded neighbours and bond lengths (Å).
Atoms and positions in Å:
1 H -1.5217 -2.2757 -0.4534  C4 1.142
2 H -2.2587 -1.7935 1.6273  C19 1.061
3 H -2.4063 0.7734 2.4008  C5 1.115
4 C -1.7909 -1.1698 -0.3555  H1 1.142, C11 1.391, C19 1.417
5 C -2.2139 0.4015 1.3677  H3 1.115, C19 1.399, C22 1.449
6 H -0.3875 0.6353 -0.3061  N17 1.103
7 O 0.0243 -1.8105 -0.4596  C13 1.219
8 C 3.2951 -0.6054 0.2816  H12 1.087, C15 1.335, N23 1.384
9 H 3.8929 1.5810 0.0359  C15 1.172
10 H -1.7842 1.9290 -1.8432  C14 1.193
11 C -1.6451 -0.2008 -1.3426  C4 1.391, C14 1.384, H24 1.189
12 H 4.2704 -1.0851 0.3090  C8 1.087
13 C 0.8635 -0.9791 -0.1592  O7 1.219, N17 1.393, N23 1.481
14 C -1.9244 1.1075 -0.9894  H10 1.193, C11 1.384, C22 1.419
15 C 3.1172 0.7040 0.0941  C8 1.335, H9 1.172, C21 1.503
16 O 1.5338 2.4558 0.0572  C21 1.163
17 N 0.6878 0.3909 -0.3386  H6 1.103, C13 1.393, C21 1.444
18 H -2.4311 2.4410 0.6260  C22 1.074
19 C -2.1131 -0.9456 1.0060  H2 1.061, C4 1.417, C5 1.399
20 H 2.1753 -2.4973 0.1877  N23 1.051
21 C 1.7500 1.3163 -0.0231  C15 1.503, O16 1.163, N17 1.444
22 C -2.3272 1.4125 0.3362  C5 1.449, C14 1.419, H18 1.074
23 N 2.1986 -1.4500 0.2768  C8 1.384, C13 1.481, H20 1.051
24 H -1.0046 -0.3354 -2.3355  C11 1.189

Atomic partial charges in e from the Löwdin method, atoms 1 to 4: 0.134 0.094 0.108 -0.173